Entry 1:
16
Properties=species:S:1:pos:R:3:mulliken_charge:R:1 method="wB97M-V/def2-TZVPD" fmax_ha_per_bohr=0.093 e_above_lowest_kcal_mol=42.84 e_lumo_ev=-3.34 charge=+1 orbital_gap_ev=11.94 smiles="C/C(N)=[NH+]/C(O)O"
C -0.01405 0.06451 -2.27965 -1.602
C 0.11904 -0.24778 -0.82478 0.908
N 0.69620 -1.38448 -0.47794 -0.304
N -0.22195 0.68607 0.04692 -0.194
C -0.06152 0.65035 1.52675 0.157
O -0.35433 -0.93214 1.84569 -0.607
O -0.94782 1.52048 2.01027 -0.419
H -0.66709 -0.59688 -2.64124 0.499
H 0.85946 -0.08600 -2.87422 0.383
H -0.42607 0.94697 -2.57779 0.438
H 1.19672 -1.77653 -1.24328 0.214
H 0.70066 -1.74123 0.52029 0.304
H -0.80274 1.39398 -0.39281 0.268
H 1.08048 0.65475 1.72191 0.285
H -0.47976 -0.89081 2.76846 0.289
H -0.67722 1.73873 2.87141 0.382

Entry 2:
72
Properties=species:S:1:pos:R:3:lowdin_spin:R:1 method="wB97M-V/def2-TZVPD" fmax_ha_per_bohr=0.055 spin_multiplicity=4 e_lumo_ev="0.09 / -1.23" charge=0 orbital_gap_ev="8.60 / 7.59" s2=3.79
Mn -0.41122 0.43453 -0.13556 2.031
C 2.11709 2.89088 -0.01414 0.002
C 0.80217 3.15479 0.62928 0.008
C 0.39017 4.32202 1.27564 0.002
C -0.90802 4.08863 1.69310 0.009
C -1.83646 5.00135 2.41950 0.001
N -1.23603 2.84513 1.31504 -0.003
N -0.19691 2.26931 0.66643 -0.016
B -2.51646 2.03197 1.56204 -0.001
N -2.08050 0.71761 2.25097 -0.002
N -1.16423 -0.09452 1.66517 -0.017
C -0.97637 -1.14224 2.47965 0.007
C -0.05010 -2.27747 2.20361 0.006
C -1.78810 -0.98977 3.60321 0.002
C -2.47126 0.19949 3.42189 0.009
C -3.48138 0.84067 4.31100 0.002
N -3.08828 1.64367 0.19145 -0.001
N -2.33440 0.89370 -0.64639 -0.016
C -3.05778 0.65658 -1.74097 0.004
C -2.59690 -0.16750 -2.89261 0.001
C -4.30517 1.27246 -1.60019 0.001
C -4.28374 1.89120 -0.36332 0.007
C -5.34929 2.69920 0.29655 0.001
H 2.83792 3.63979 0.30689 0.000
H 2.01874 2.93684 -1.10014 0.001
H 2.48860 1.90256 0.24647 0.000
H 0.97001 5.21778 1.41700 0.000
H -1.35402 5.96479 2.56478 0.000
H -2.10691 4.59481 3.39464 0.000
H -2.75731 5.15072 1.85539 0.000
H -3.30124 2.63100 2.22028 0.000
H 0.98498 -1.96347 2.33256 0.002
H -0.17903 -2.63246 1.18245 0.001
H -0.25656 -3.09402 2.89288 0.001
H -1.86114 -1.66582 4.43755 0.000
H -3.60077 0.24846 5.21459 0.000
H -4.44436 0.91135 3.80432 0.000
H -3.17100 1.84831 4.58715 0.000
H -2.04046 0.44419 -3.60444 0.001
H -3.46091 -0.58536 -3.40591 0.000
H -1.96236 -0.97870 -2.54162 0.000
H -5.11020 1.27198 -2.31453 0.000
H -6.19065 2.81388 -0.38238 0.000
H -4.97133 3.68843 0.55590 0.000
H -5.69860 2.21554 1.20937 0.000
C 5.42937 -6.32199 -1.11431 0.000
C 4.96891 -4.90145 -1.29080 0.000
C 5.44303 -4.11109 -2.33064 0.000
C 4.97995 -2.81456 -2.50465 0.001
C 4.04030 -2.29987 -1.63228 0.008
C 3.58854 -3.05387 -0.56078 0.000
C 4.04431 -4.35110 -0.40418 0.000
S 3.37061 -0.65325 -2.05472 0.030
O 3.66375 -0.52908 -3.48866 0.016
O 2.64829 -0.34606 0.27746 0.491
N 1.67231 -1.16781 -2.04458 0.044
C 0.96956 -0.74440 -3.24215 0.006
C 0.40097 0.69822 -3.07012 0.009
O 0.16862 1.34242 -4.07055 0.008
O 0.19548 1.10047 -1.85436 0.029
H 6.08515 -6.62519 -1.92859 0.000
H 4.57532 -6.99991 -1.08726 0.000
H 5.96956 -6.43975 -0.17354 0.000
H 6.16944 -4.51685 -3.02372 0.000
H 5.31796 -2.20628 -3.33292 0.000
H 2.87750 -2.65172 0.14843 0.000
H 3.67037 -4.95451 0.41459 0.000
H 0.14503 -1.42309 -3.45781 0.000
H 1.67517 -0.74626 -4.06708 0.001
O -0.34992 -1.37002 -0.90401 0.022
C 0.89330 -1.08832 -0.90751 0.041
N 1.37690 -0.56697 0.24018 0.248

Entry 3:
73
Properties=species:S:1:pos:R:3:mulliken_charge:R:1 method="wB97M-V/def2-TZVPD" fmax_ha_per_bohr=0.178 e_lumo_ev=-4.52 charge=+1 orbital_gap_ev=6.47
O 3.83321 -1.44765 -4.87679 -0.462
C 2.81293 -2.28474 -5.09016 0.115
O 2.01420 -2.80455 -3.95984 -0.121
C 0.57641 -2.86152 -4.28589 -0.716
C -0.19959 -1.41254 -4.20704 -0.167
C -1.40508 -1.33731 -3.09834 -0.585
C -1.04331 -0.27191 -1.86394 0.352
P -0.55112 -1.34922 -0.36586 0.242
Br -2.29651 -2.75564 0.20660 -0.171
C 0.95718 -2.41607 -0.93602 -0.017
C 1.90094 -2.93749 0.29905 -0.892
C 3.14418 -3.79957 -0.41201 -0.217
O 2.63486 -5.06797 -0.97148 -0.492
C -0.16826 -0.34955 1.23785 -0.036
C -0.08443 1.27222 1.01421 -0.206
C -1.56705 2.00295 0.96178 -0.167
S -1.25166 3.83487 0.71765 -0.030
C -0.47173 4.20879 -0.94318 -0.081
S -1.54032 4.51574 -2.27417 -0.122
N 1.00510 4.30679 -1.25218 0.089
C 1.86748 4.37047 -0.01163 -0.244
C 3.43682 4.46584 -0.53072 -0.578
O 3.89669 3.28873 -1.28350 -0.381
C 2.78929 2.40492 -1.67821 -0.052
C 1.47248 3.26558 -2.24498 -0.482
H 2.53507 -2.69012 -6.16079 0.300
H 0.03974 -3.65408 -3.59510 0.276
H 0.51326 -3.29771 -5.39527 0.376
H -0.71461 -1.24905 -5.26919 0.334
H 0.62931 -0.57710 -4.07002 0.145
H -1.68982 -2.39776 -2.64710 0.290
H -2.38444 -0.90772 -3.61744 0.392
H -0.11672 0.35002 -2.21604 -0.485
H -1.97402 0.41869 -1.70262 0.406
H 1.61623 -1.72534 -1.61397 0.400
H 0.50478 -3.35105 -1.47782 0.202
H 1.35078 -3.70806 0.99853 0.258
H 2.40327 -2.07629 0.91415 0.354
H 4.04817 -3.95098 0.31558 0.292
H 3.53540 -3.08530 -1.28321 0.204
H 1.78567 -5.36392 -0.50340 0.313
H 0.88618 -0.68408 1.68179 0.240
H -1.04872 -0.53659 2.01779 0.084
H 0.49694 1.61597 0.05856 -0.463
H 0.46746 1.73164 1.96456 0.427
H -2.11600 1.84106 2.00663 0.195
H -2.28095 1.57493 0.13493 0.039
H 1.64355 5.41168 0.51169 0.400
H 1.67439 3.52610 0.77513 0.088
H 4.11905 4.66253 0.40017 0.329
H 3.54971 5.40260 -1.25665 0.261
H 3.19067 1.71101 -2.54623 0.277
H 2.51138 1.69547 -0.78760 0.089
H 1.89592 3.85470 -3.19326 0.263
H 0.62382 2.57042 -2.65898 0.209
C -3.69438 3.16381 4.17030 -0.431
O -2.95802 4.33759 3.88014 -0.518
H -4.30339 3.33743 5.06059 0.276
H -4.34626 2.92365 3.32680 0.248
H -3.00486 2.33731 4.35871 0.122
H -2.42772 4.15342 3.08617 0.279
C -5.05010 -3.64993 3.47440 -0.529
O -4.31375 -2.47615 3.18424 -0.423
H -5.65911 -3.47631 4.36469 0.218
H -5.70198 -3.89009 2.63090 0.246
H -4.36058 -4.47643 3.66280 0.252
H -3.78345 -2.66032 2.39026 0.147
C -0.15709 -0.91876 5.05002 -0.488
O 0.24000 0.37969 4.64937 -0.440
H -0.84279 -1.32673 4.30368 0.102
H 0.72237 -1.56308 5.12433 0.282
H -0.66446 -0.86368 6.01624 0.306
H 0.84739 0.71573 5.33032 0.273

Entry 4:
11
Properties=species:S:1:pos:R:3:mulliken_charge:R:1 method="wB97M-V/def2-TZVPD" fmax_ha_per_bohr=0.082 e_above_lowest_kcal_mol=65.02 e_lumo_ev=0.49 charge=0 orbital_gap_ev=9.00 smiles=c1occ2[nH]nnc12
C 0.42641 1.71776 -0.04525 -0.578
O -0.16166 1.42098 -1.24014 -0.286
C -0.37411 0.08072 -1.46563 -0.528
C 0.03849 -0.52054 -0.26931 0.455
N -0.00532 -1.71128 0.44227 0.000
N 0.23900 -1.35145 1.73716 -0.525
N 0.55870 -0.11986 1.83977 -0.267
C 0.46988 0.48621 0.61857 0.612
H 0.51167 2.72507 0.23990 0.437
H -1.06000 -0.07323 -2.30774 0.348
H -0.64305 -2.65437 0.45040 0.332